Here is a molecular structure, C29H32MnN4O4S4 from OMol25. Energies are from ωB97M-V/def2-TZVPD.

The LUMO energy (spin up / spin down) comes out at -0.846 / -1.206 eV. The gap between HOMO and LUMO (spin up / spin down) comes out at 0.179 / 0.255 Ha. Its HOMO energy (spin up / spin down) is -5.7 / -8.1 eV. The calculation puts the relative energy (zero: lowest compared OMol25 entry of this formula, charge and spin) at 11.1 kJ/mol.

The geometry in ORCA input format:
```
! wB97M-V def2-TZVPD RIJCOSX def2/J DEFGRID3
* xyz 0 6
Mn -0.97 2.33 1.03
S -4.01 1.69 -5.34
C -5.69 2.00 -5.32
C -6.12 2.35 -4.08
C -5.07 2.37 -3.13
C -3.85 2.02 -3.65
C -2.56 1.93 -2.98
C -2.44 2.27 -1.63
N -1.29 2.20 -0.97
C -0.16 1.76 -1.61
C -0.20 1.37 -2.97
C 1.03 0.86 -3.53
C 2.15 0.76 -2.79
C 2.20 1.16 -1.40
C 3.30 1.07 -0.58
C 3.23 1.52 0.77
C 2.04 2.03 1.22
N 0.93 2.10 0.46
C 1.00 1.69 -0.86
C 4.38 1.42 1.68
C 4.45 1.72 3.01
C 5.73 1.47 3.58
C 6.61 0.98 2.67
S 5.90 0.83 1.12
C -1.40 1.47 -3.64
H -6.27 1.91 -6.23
H -7.15 2.59 -3.85
H -5.22 2.62 -2.09
H -3.29 2.62 -1.06
H 1.03 0.56 -4.57
H 3.06 0.37 -3.24
H 4.23 0.67 -0.98
H 1.92 2.39 2.23
H 3.62 2.11 3.58
H 5.98 1.65 4.61
H 7.65 0.71 2.82
H -1.45 1.17 -4.68
O -2.76 2.55 4.00
S -2.12 3.39 3.04
O -2.15 4.80 3.25
O -0.65 2.91 2.79
O -2.61 3.04 1.59
C -0.55 -4.31 -2.41
C -1.31 -4.03 -1.12
C -2.07 -2.71 -1.12
C -1.18 -1.49 -1.35
N -0.08 -1.40 -0.40
C -0.15 -0.85 0.82
S -1.60 -0.15 1.41
N 0.96 -0.87 1.56
C 1.06 -0.46 2.96
C 0.53 -1.49 3.95
C 1.25 -2.84 3.95
C 0.86 -3.78 2.81
H -0.10 -5.30 -2.40
H 0.26 -3.59 -2.58
H -1.22 -4.26 -3.28
H -0.62 -4.06 -0.27
H -2.02 -4.84 -0.94
H -2.59 -2.58 -0.17
H -2.83 -2.72 -1.91
H -1.78 -0.58 -1.27
H -0.74 -1.50 -2.34
H 0.80 -1.81 -0.67
H 1.80 -1.22 1.13
H 0.51 0.48 3.09
H 2.11 -0.26 3.14
H -0.54 -1.64 3.78
H 0.62 -1.03 4.94
H 1.02 -3.34 4.90
H 2.33 -2.68 3.95
H -0.23 -3.87 2.74
H 1.27 -4.78 2.98
H 1.23 -3.44 1.84
*
```

---

Here is a single C8H13FSi molecule from OMol25. Energies are from ωB97M-V/def2-TZVPD.

The LUMO energy (spin up / spin down) comes out at -0.117 / -0.430 eV. The gap between HOMO and LUMO (spin up / spin down) comes out at 0.304 / 0.276 Ha. Its HOMO energy (spin up / spin down) is -8.4 / -8.0 eV. The calculation puts the relative energy (zero: lowest compared OMol25 entry of this formula, charge and spin) at 293.8 kJ/mol.

The geometry in ORCA input format:
```
! wB97M-V def2-TZVPD RIJCOSX def2/J DEFGRID3
* xyz 0 1
C 0.67 1.92 0.64
C 1.68 1.08 0.70
C -0.69 1.65 0.43
C -1.27 0.78 -0.41
C -0.34 -0.22 -1.12
C 0.54 -1.04 -0.18
C -2.75 0.53 -0.49
C -0.11 -1.53 1.07
F -1.47 2.48 1.23
Si 2.36 -1.34 -0.53
H 0.95 2.94 1.01
H 2.75 1.40 0.97
H -0.82 -0.93 -1.76
H 0.42 0.31 -1.80
H -3.01 -0.01 -1.53
H -3.41 1.44 -0.68
H -3.09 0.02 0.45
H -1.20 -1.41 0.87
H 0.21 -0.83 1.96
H 0.22 -2.56 1.28
H 2.20 -2.74 -1.02
H 3.29 -1.44 0.50
H 2.87 -0.46 -1.59
*
```

---

Here is a single C5H5N molecule from OMol25. Energies are from ωB97M-V/def2-TZVPD.

As for the SMILES: N#C[C@@H]1[C@H]2C[C@@H]12. The LUMO energy comes out at 0.974 eV. The gap between HOMO and LUMO comes out at 0.413 Ha. Its HOMO energy is -10.3 eV. The calculation puts the relative energy (zero: lowest compared OMol25 entry of this formula, charge and spin) at 318.7 kJ/mol.

The geometry in ORCA input format:
```
! wB97M-V def2-TZVPD RIJCOSX def2/J DEFGRID3
* xyz 0 1
N 3.95 -0.09 0.08
C 2.80 -0.07 -0.04
C 1.45 0.21 -0.37
C 0.40 0.26 0.74
C -0.89 0.19 -0.08
C 0.22 -0.90 -0.14
H 1.36 0.96 -1.17
H 0.65 0.24 1.72
H -1.92 0.09 0.36
H -0.96 0.96 -0.83
H 0.08 -1.99 0.12
*
```

---

Here is 2 unconnected molecules or ions with the total composition C5H15N2 from OMol25. Energies are from ωB97M-V/def2-TZVPD.

The LUMO energy comes out at -8.451 eV. The gap between HOMO and LUMO comes out at 0.194 Ha. Its HOMO energy is -13.7 eV. The calculation puts the relative energy (zero: lowest compared OMol25 entry of this formula, charge and spin) at 496.1 kJ/mol.

The geometry in ORCA input format:
```
! wB97M-V def2-TZVPD RIJCOSX def2/J DEFGRID3
* xyz 1 1
N 0.87 -1.90 0.49
C -0.34 -1.66 -0.33
C -0.66 -2.89 -1.14
C 0.06 -0.52 -1.28
N 0.60 0.56 -0.58
C 1.38 1.43 -1.32
C -1.07 3.04 2.82
H -0.63 3.21 1.85
H 1.42 -1.05 0.57
H 0.71 -2.29 1.41
H -1.21 -1.42 0.29
H -1.52 -2.67 -1.77
H 0.14 -3.19 -1.76
H -0.91 -3.79 -0.56
H 0.70 -0.95 -2.07
H -0.84 -0.10 -1.78
H 1.59 1.13 -2.35
H 0.97 2.44 -1.19
H 2.35 1.50 -0.82
H -0.26 3.23 3.53
H -1.54 2.07 2.95
H -1.81 3.81 3.04
*
```

---

Here is a molecular structure, C18H15B2F8MnN3O6 from OMol25. Energies are from ωB97M-V/def2-TZVPD.

The LUMO energy (spin up / spin down) comes out at 1.482 / 1.564 eV. The gap between HOMO and LUMO (spin up / spin down) comes out at 0.128 / 0.266 Ha. Its HOMO energy (spin up / spin down) is -2.0 / -5.7 eV. The calculation puts the relative energy (zero: lowest compared OMol25 entry of this formula, charge and spin) at 43.0 kJ/mol.

The geometry in ORCA input format:
```
! wB97M-V def2-TZVPD RIJCOSX def2/J DEFGRID3
* xyz -1 7
Mn 0.63 1.52 -0.74
B 2.89 1.38 -0.43
F 4.27 1.27 -0.42
F 2.36 1.45 -1.72
F 2.16 0.40 0.19
F 2.43 2.57 -0.09
B -1.16 2.95 -1.41
F -0.65 1.99 -2.22
F -1.61 2.35 -0.29
F 0.02 3.55 -1.11
F -2.07 3.78 -1.99
C 1.77 0.99 6.06
C 1.76 0.22 4.89
C 1.26 0.78 3.69
C 0.77 2.04 3.66
C 0.46 2.64 4.89
C 0.97 2.12 6.03
N 0.40 2.80 2.40
O 0.16 4.04 2.49
O 0.32 2.19 1.31
H 2.28 0.64 6.94
H 2.24 -0.74 4.94
H 1.43 0.34 2.71
H 0.00 3.61 4.94
H 0.84 2.74 6.91
C -5.40 -1.71 0.83
C -4.85 -0.50 0.38
C -3.47 -0.30 0.39
C -2.62 -1.28 0.98
C -3.21 -2.45 1.53
C -4.55 -2.71 1.34
N -1.14 -1.10 0.85
O -0.73 -0.11 0.23
O -0.47 -1.85 1.57
H -6.47 -1.81 0.94
H -5.42 0.32 -0.03
H -3.13 0.66 0.02
H -2.63 -3.27 1.93
H -5.07 -3.52 1.83
C 2.82 -2.34 -6.10
C 3.39 -1.62 -5.06
C 2.60 -1.29 -3.96
C 1.29 -1.88 -3.93
C 0.88 -2.73 -4.89
C 1.68 -3.01 -5.94
N 0.41 -1.55 -2.81
O 0.68 -0.50 -2.21
O -0.42 -2.37 -2.44
H 3.37 -2.25 -7.02
H 4.28 -1.06 -5.27
H 3.06 -0.68 -3.19
H -0.10 -3.15 -4.80
H 1.33 -3.57 -6.79
*
```

---

Here is a molecular structure, C25H46LuN3OP2Se from OMol25. Energies are from ωB97M-V/def2-TZVPD.

The LUMO energy comes out at -7.258 eV. The gap between HOMO and LUMO comes out at 0.241 Ha. Its HOMO energy is -13.8 eV.

The geometry in ORCA input format:
```
! wB97M-V def2-TZVPD RIJCOSX def2/J DEFGRID3
* xyz 2 1
Lu 0.44 0.65 -0.83
P -0.57 2.80 -1.53
P 1.51 -1.61 -1.07
N 1.20 0.83 -3.09
C -0.42 2.67 -3.36
H -1.41 2.88 -3.77
H 0.25 3.49 -3.67
C 0.09 1.34 -3.93
H -0.69 0.57 -3.95
H 0.48 1.46 -4.95
C 1.99 -0.35 -3.58
H 3.03 -0.16 -3.31
H 1.90 -0.38 -4.65
C 1.49 -1.65 -2.91
H 2.15 -2.48 -3.21
H 0.47 -1.89 -3.25
C 0.68 -2.98 -0.36
C -0.82 -2.84 -0.03
H -1.47 -2.88 -0.90
H -1.03 -1.89 0.51
H -1.12 -3.64 0.66
C 3.21 -1.43 -0.54
C 3.31 -1.15 0.99
H 4.09 -0.42 1.18
H 3.56 -2.06 1.54
H 2.36 -0.75 1.38
C 0.39 4.19 -0.98
C -0.05 4.60 0.43
H 0.69 5.26 0.90
H -0.19 3.73 1.07
H -0.99 5.16 0.37
C -2.33 2.91 -1.18
C -2.72 2.73 0.30
H -3.80 2.56 0.37
H -2.46 3.59 0.91
H -2.22 1.85 0.75
C -1.31 -0.24 -1.40
O -2.41 -0.71 -1.71
C 3.97 -2.71 -0.94
H 3.30 -3.49 -1.30
H 4.71 -2.50 -1.72
H 4.52 -3.11 -0.07
C 0.12 5.27 -2.01
H -0.10 6.22 -1.50
H 0.98 5.42 -2.65
H -0.73 5.04 -2.65
C -2.81 4.24 -1.75
H -3.90 4.32 -1.59
H -2.35 5.09 -1.25
H -2.64 4.32 -2.82
C 1.48 -3.42 0.85
H 1.52 -2.64 1.64
H 1.02 -4.29 1.32
H 2.49 -3.67 0.57
H 0.78 -3.71 -1.16
H -2.77 2.08 -1.74
H 3.63 -0.57 -1.06
H 1.48 3.94 -0.96
H 1.86 1.59 -2.87
H 1.94 1.31 -0.48
C -3.01 -0.93 2.15
N -1.71 -1.26 2.79
C -0.51 -0.64 2.64
Se -0.13 0.91 1.78
N 0.40 -1.29 3.47
C -0.25 -2.38 4.14
C 0.22 -3.26 5.04
C -0.71 -4.16 5.51
C -2.03 -4.16 5.08
C -2.51 -3.25 4.16
C -1.59 -2.36 3.71
H -3.37 -1.78 1.57
H -2.87 -0.08 1.48
H -3.75 -0.67 2.92
H 1.37 -1.03 3.62
H 1.26 -3.20 5.33
H -0.37 -4.90 6.25
H -2.74 -4.90 5.49
H -3.53 -3.20 3.80
*
```

---

Number 1: E -119407.1550 eV. Number 2: E -19095.9942 eV. Number 3: E -6752.6044 eV. Number 4: E -8397.5346 eV. Number 5: E -90081.9432 eV. Number 6: E -150716.6916 eV.